Entry 1:
DFT (wB97M-V/def2-TZVPD) results for an isolated ion of composition H4N5 and charge +1.

Geometry as XYZ:
```
9
Properties=species:S:1:pos:R:3:forces:R:3:lowdin_spin:R:1
N 1.29363 0.34295 -0.92741 5.16 -1.70 1.36 0.2211
N 0.10205 0.52533 -0.76383 -7.23 2.59 -1.61 0.3394
N 1.78290 -0.48123 0.01217 3.54 0.95 -3.11 0.4982
N -1.81833 0.21894 0.37738 -1.56 1.78 0.87 0.2914
N -0.85351 -0.20138 -0.37736 2.83 -0.60 0.65 0.5903
H 1.16714 -0.78291 0.68976 -1.24 -1.25 2.23 0.0215
H 2.83842 -0.55775 0.00419 -1.76 -0.24 0.26 0.0055
H -2.69351 -0.28199 0.21716 0.22 0.46 0.17 0.0090
H -1.81879 1.21804 0.76794 0.03 -1.99 -0.84 0.0237
```
Positions in Å, forces in eV/Å.

For the HOMO-LUMO gap (spin up / spin down), the calculation gives 8.4 / 6.9 eV. The value obtained for the LUMO energy (spin up / spin down) is -4.865 / -8.841 eV. As for the multiplicity: 3. The calculation puts the relative energy (zero: lowest compared OMol25 entry of this formula, charge and spin) at 135.5 kJ/mol. For the electronic energy, the calculation gives -7501.39276 eV. As for the charge: +1. The calculation puts the HOMO energy (spin up / spin down) at -0.487 / -0.577 Eh.

***

Entry 2:
DFT (wB97M-V/def2-TZVPD) results for an isolated molecule of H4NO2PS.

Geometry as XYZ:
```
9
Properties=species:S:1:pos:R:3:forces:R:3:mulliken_charge:R:1
N -1.21990 -0.85306 0.67862 0.98 0.60 -0.84 -0.4627
P 0.11337 -0.20571 -0.02216 4.59 2.20 -1.42 0.5410
O 0.00049 1.37841 0.38785 -1.45 -1.46 0.07 -0.4703
O -0.16936 -0.19524 -1.62401 1.00 1.31 0.01 -0.4767
S 2.68745 -0.30731 0.23327 -3.69 -0.16 -0.26 -0.4241
H -1.31456 -0.28000 1.52066 -0.81 -1.28 0.24 0.2812
H -1.39557 -1.85098 0.50880 -0.15 0.85 1.00 0.2852
H 0.86182 1.79238 0.36449 0.80 -0.07 0.20 0.3509
H 0.43628 0.52150 -2.04752 -1.26 -1.99 1.01 0.3755
```
Positions in Å, forces in eV/Å.

For the HOMO-LUMO gap, the calculation gives 7.5 eV. The value obtained for the LUMO energy is -0.731 eV. The calculation puts the relative energy (zero: lowest compared OMol25 entry of this formula, charge and spin) at 253.1 kJ/mol. For the electronic energy, the calculation gives -25773.85867 eV. The calculation puts the HOMO energy at -0.304 Eh. As for the SMILES: NP(O)(O)=S.

***

Entry 3:
DFT (wB97M-V/def2-TZVPD) results for an isolated ion of composition H4NO2SSi and charge -1.

Geometry as XYZ:
```
9
Properties=species:S:1:pos:R:3:forces:R:3:mulliken_charge:R:1
N -0.37672 1.25247 -0.04224 -2.76 -2.49 3.08 -0.6773
O -0.46664 -1.17205 -0.18608 -4.51 -0.73 0.20 -0.3513
O -2.66254 0.13300 0.69569 0.90 -0.32 0.23 -0.5477
Si 0.88505 -0.42592 0.18709 2.48 -0.02 -1.50 0.5668
S -1.63069 0.14767 -0.35085 1.58 0.69 -0.71 0.4759
H -0.18249 1.57442 -0.91966 0.69 1.32 -2.98 0.2589
H 1.42565 0.14869 -1.03338 1.17 0.19 -0.51 -0.2241
H 1.27939 0.11654 1.39077 0.74 0.82 2.18 -0.2240
H 1.72898 -1.77481 0.25865 -0.29 0.54 0.01 -0.2772
```
Positions in Å, forces in eV/Å.

For the HOMO-LUMO gap, the calculation gives 8.2 eV. The value obtained for the LUMO energy is 3.817 eV. The calculation puts the relative energy (zero: lowest compared OMol25 entry of this formula, charge and spin) at 110.6 kJ/mol. For the electronic energy, the calculation gives -24363.20769 eV. As for the charge: -1. The calculation puts the HOMO energy at -0.162 Eh.

***

Entry 4:
DFT (wB97M-V/def2-TZVPD) results for a 2-piece molecular cluster, H4NO2SSi overall.

Geometry as XYZ:
```
9
Properties=species:S:1:pos:R:3:forces:R:3:mulliken_charge:R:1
N 3.22285 2.18363 -0.63491 0.03 0.24 1.47 -0.4957
O -1.95770 -1.60467 -0.01646 0.16 0.53 -0.85 -0.6168
O -3.81401 -3.05752 0.82235 -1.26 -0.59 -0.53 -0.6106
Si 1.62394 2.16394 -0.78093 -0.31 -1.15 -2.48 0.3726
S -2.65470 -2.21113 1.14579 0.83 0.34 1.02 0.2255
H -1.73220 -3.21669 1.41532 0.31 -0.22 0.36 0.0016
H 3.49625 2.00781 0.34571 0.22 0.08 -0.55 0.2059
H 1.28346 2.20432 -2.29519 -0.11 0.34 1.27 -0.0648
H 0.53212 1.53032 -0.00167 0.14 0.43 0.29 -0.0175
```
Positions in Å, forces in eV/Å.

For the HOMO-LUMO gap, the calculation gives 4.6 eV. The value obtained for the LUMO energy is 1.882 eV. The calculation puts the relative energy (zero: lowest compared OMol25 entry of this formula, charge and spin) at 284.3 kJ/mol. For the electronic energy, the calculation gives -24361.40715 eV. As for the charge: -1. The calculation puts the HOMO energy at -0.102 Eh.

***

Entry 5:
DFT (wB97M-V/def2-TZVPD) results for a 2-piece molecular cluster, H4NO3PSi overall.

Geometry as XYZ:
```
10
Properties=species:S:1:pos:R:3:forces:R:3:mulliken_charge:R:1
N 0.97598 -0.50614 0.76062 -0.46 1.45 -0.06 -0.6805
O -1.58146 0.07443 -3.86625 2.18 -0.38 0.76 -0.5768
O -0.57790 -2.28935 -3.50355 1.19 1.71 0.25 -0.5422
O -0.79701 -0.63049 -1.58036 0.95 1.60 0.61 -0.1663
Si 0.13454 -1.42085 -0.27569 0.32 -0.60 -1.04 0.2844
P -0.72125 -0.86417 -3.05790 -4.63 -1.84 -2.56 0.8416
H 0.49903 0.42730 0.83688 0.67 -1.08 0.31 0.1607
H 0.73673 -2.35775 -1.26237 1.01 -0.10 0.46 -0.1590
H -1.03577 -2.21311 -0.08821 -1.23 -0.82 1.24 -0.1617
H 2.36712 9.78013 12.03683 0.01 0.03 0.04 -1.0000
```
Positions in Å, forces in eV/Å.

For the HOMO-LUMO gap, the calculation gives 1.9 eV. The value obtained for the LUMO energy is 3.372 eV. The calculation puts the relative energy (zero: lowest compared OMol25 entry of this formula, charge and spin) at 216.6 kJ/mol. For the electronic energy, the calculation gives -24863.39038 eV. As for the charge: -2. The calculation puts the HOMO energy at 0.055 Eh.

***

Entry 6:
DFT (wB97M-V/def2-TZVPD) results for a 2-piece molecular cluster, H4NPS3 overall.

Geometry as XYZ:
```
9
Properties=species:S:1:pos:R:3:forces:R:3:mulliken_charge:R:1
N 1.49543 0.60830 -1.83414 1.04 1.70 0.10 -0.5856
P 1.43189 -0.24742 -0.56062 -0.53 -0.29 0.37 0.6717
S -2.88650 -0.32148 0.95974 -0.28 0.12 2.57 -0.2521
S 0.76675 -2.03885 -0.26349 0.38 0.96 -0.46 -0.3267
S 1.96054 0.72466 1.20009 0.26 0.51 -0.61 -0.2187
H 1.92814 1.59924 -1.79236 -1.03 -2.31 0.10 0.2651
H -2.48817 -0.63110 -0.20139 0.61 -0.43 -2.24 0.1198
H -3.74981 0.60162 0.57842 -0.27 0.31 -0.35 0.1335
H 1.54174 -0.29496 1.91374 -0.18 -0.56 0.51 0.1929
```
Positions in Å, forces in eV/Å.

For the HOMO-LUMO gap, the calculation gives 9.5 eV. The value obtained for the LUMO energy is -0.225 eV. The calculation puts the relative energy (zero: lowest compared OMol25 entry of this formula, charge and spin) at 0.0 kJ/mol. For the electronic energy, the calculation gives -43349.41588 eV. The calculation puts the HOMO energy at -0.358 Eh.